3 unconnected molecules or ions with the total composition C25H54F7N2O7P2S. Source: the OMol25 dataset; level of theory: the ωB97M-V functional and the def2-TZVPD basis.

```
98
Properties=species:S:1:pos:R:3:forces:R:3
H 6.99718 2.71873 -2.02714 0.0 -0.1 0.0
N -5.35747 2.26637 4.33706 0.0 -0.2 -0.1
H 5.73051 -0.27362 -2.06551 0.2 0.0 -0.1
C 2.56676 2.25769 0.08611 -0.2 -0.4 0.3
H 8.13670 1.39446 -3.35111 0.1 0.0 0.0
S -1.61842 -0.37600 -2.44345 0.8 -0.6 -2.5
F -1.46203 2.21651 -2.29431 -0.5 -0.4 0.0
H -1.57235 -3.34315 2.54634 0.2 -0.2 0.0
H -4.84859 -0.07550 2.73833 -0.1 0.0 0.1
C 6.00888 0.45484 -1.29840 -0.3 0.0 0.2
C -4.23366 1.89244 3.49086 0.0 0.2 0.2
C -4.57116 -0.79135 5.20872 0.2 -0.1 0.1
H 1.76935 -3.45118 -3.46062 -0.2 -0.2 -0.1
H 3.86944 -3.60005 -2.40579 0.3 0.1 -0.2
H -3.33201 2.28931 3.96497 0.0 0.0 -0.1
C 5.93618 2.63482 -2.28572 -0.1 0.3 0.0
H 9.37266 -0.08123 -4.85506 0.0 0.0 0.0
H 5.92479 0.43772 -4.01731 0.0 -0.1 0.0
C 0.73086 -1.81279 -0.88737 -0.3 0.4 -0.5
H -4.20946 -1.69794 5.69308 0.0 0.0 0.0
H 2.00957 0.30245 0.74180 0.1 -0.3 0.1
C 1.59550 1.30683 0.78716 0.1 0.5 -0.2
O -0.38605 -0.13167 -3.13378 0.3 0.7 0.7
H 4.62581 2.36133 -3.93789 0.0 0.1 0.0
F -5.68045 1.20132 -0.48106 0.5 -0.3 -0.2
F -4.84396 -0.23570 -1.87070 0.3 0.1 0.3
C -7.15822 1.62588 7.17212 -0.1 -0.1 0.0
F -3.03252 1.43504 -3.60005 0.4 -0.5 0.8
H -0.29409 2.24559 0.28397 -0.1 0.3 -0.1
H -7.27046 0.85415 7.93102 0.0 0.0 0.0
P -0.94250 -1.16073 -0.52674 -0.5 0.1 1.6
H -4.34074 2.40974 2.53020 0.0 0.0 0.0
C -4.55354 0.59026 -0.87241 -0.9 0.7 0.4
O 5.30196 1.67327 -1.45527 0.2 -0.1 -0.1
C 3.06686 -3.30288 -1.73971 -0.2 -0.5 0.2
H -6.67497 0.80124 3.52305 -0.1 0.0 -0.1
F -4.25082 2.68922 -1.83879 0.3 -0.3 0.1
H 3.46180 -4.67079 -0.14563 0.1 -0.1 0.2
H -3.17164 0.35463 2.49783 0.1 0.0 -0.1
O -2.49354 -1.29402 -3.10074 -0.7 0.0 1.0
H -1.99673 -1.66117 2.47826 -0.2 0.3 0.1
H 5.98021 -1.62928 -4.32758 0.0 0.0 -0.1
H -4.46672 -2.50575 -0.16619 -0.1 0.3 0.0
H -3.59610 -3.02977 -1.61458 0.2 0.1 -0.2
C -2.46338 1.31802 -2.38652 0.1 0.9 -0.1
H 5.48202 3.59257 -2.01936 0.0 0.0 0.0
H 7.22536 -2.46668 -5.29198 -0.1 0.0 0.0
C 0.22242 1.31027 0.13238 0.2 -1.1 0.3
H -7.77605 2.48176 7.45431 0.0 0.0 0.0
H -5.21534 1.87062 5.25605 0.0 0.0 0.1
H -5.49486 -1.02524 4.67471 0.0 0.1 0.0
C 2.68461 -4.50662 -0.88129 0.4 0.2 -0.1
N 6.30582 1.27519 -4.43444 0.1 0.0 0.2
H 1.51193 1.55262 1.84153 -0.1 0.1 0.2
O -3.54973 -0.34197 4.32788 0.0 -0.1 0.0
O -7.58060 1.07225 5.93896 0.2 0.1 0.1
C 5.70514 2.43452 -3.78040 -0.1 -0.2 -0.1
H 0.39794 1.12879 -0.92426 -0.2 0.4 -0.3
H 3.29956 2.59338 0.80619 0.3 0.2 0.0
H 6.03936 3.33550 -4.30341 0.0 0.0 0.0
C -3.52570 1.68956 -1.29385 -0.7 0.6 -0.3
O 7.95993 -1.15093 -3.86301 -0.2 0.0 -0.1
H -4.77239 -0.05912 5.99204 -0.1 0.0 0.0
C -2.26106 -2.63831 2.09845 0.2 0.3 -0.2
H 7.08988 0.60341 -1.30489 0.0 0.0 -0.1
H 6.97579 -2.89973 -3.59348 0.0 0.0 0.0
H 7.91680 -0.39319 -5.80488 -0.1 0.0 0.0
C -7.74004 2.01615 4.88945 -0.2 -0.1 -0.2
H -3.91403 -4.14314 -0.31043 0.1 -0.3 0.1
H 2.18998 -1.81373 -3.00316 -0.1 0.2 -0.2
H 1.05320 -2.24546 0.06454 0.0 -0.1 0.2
H 3.47039 -2.51846 -1.10482 0.0 0.3 0.1
H 5.72432 0.03368 -0.33193 0.0 0.1 0.0
H -1.55392 0.43647 1.18098 -0.4 0.1 0.0
H -8.70691 1.81257 4.42201 0.0 0.0 0.0
H 2.62056 -5.41098 -1.47296 -0.2 -0.2 -0.2
C 1.93810 -2.79998 -2.61483 0.2 0.2 -0.1
H 2.05635 3.11471 -0.33830 -0.1 0.2 0.0
F -2.93218 2.18392 -0.18768 0.1 -0.5 -0.3
C -0.63617 0.13954 0.70052 0.4 0.3 -0.5
H -3.25620 -2.91515 2.41919 -0.4 0.2 -0.1
C -3.65433 -3.11480 -0.53755 -0.4 0.3 0.3
H 8.17845 1.98763 -5.02048 0.0 0.0 0.0
H -6.92033 2.46778 2.96750 0.0 0.0 0.0
H -6.10697 1.93432 7.14776 0.0 0.1 0.0
F -4.09433 -0.08466 0.19383 0.3 -0.3 -0.5
H -0.04431 -0.37278 1.45747 0.0 -0.2 0.2
H -7.76464 3.03879 5.27491 0.1 0.0 0.0
H 1.74599 -4.34349 -0.36760 -0.2 -0.1 0.1
C -3.98918 0.41040 3.21619 0.0 0.0 0.0
C -6.66416 1.85423 3.83640 0.2 0.0 0.1
O 0.67591 -2.70768 -1.93322 0.0 -0.1 0.0
C 6.98388 -2.07190 -4.30166 0.1 0.0 0.1
C 7.76120 1.21639 -4.36733 -0.2 -0.1 0.1
P -2.05984 -2.83750 0.28625 0.7 -1.5 -0.4
H 3.10083 1.74126 -0.70208 0.1 0.1 -0.2
H 1.35177 -0.93915 -1.10428 0.2 0.1 0.0
C 8.28234 -0.13490 -4.80736 0.3 0.1 0.0
```
Forces are in eV/Å.

## Properties
* Kohn-Sham gap: 6.34 eV
* multiplicity: 1
* net charge: +1


4 unconnected molecules or ions with the total composition C25H54N5O5P. Source: the OMol25 dataset; level of theory: the ωB97M-V functional and the def2-TZVPD basis.

```
90
Properties=species:S:1:pos:R:3:forces:R:3
N -3.51336 1.21828 6.11406 0.1 -0.1 -0.4
C -2.85376 1.89521 0.97183 0.7 1.7 -0.1
C 7.15429 -5.48494 -2.40980 0.1 -0.3 0.1
H 7.98046 -6.11956 -2.74306 -0.1 0.1 0.0
H -4.09125 1.69598 5.42292 0.0 0.0 0.2
H -6.18677 4.08736 -4.84276 -0.1 -0.2 0.1
N 7.74009 -3.53914 -3.76231 -0.2 0.3 0.2
H 2.73488 0.64736 2.75337 -0.6 -0.9 -2.0
H -1.88825 -0.54669 7.20910 -0.1 0.0 -0.1
C 2.22480 3.33933 0.00062 -0.9 2.2 -0.3
C -3.60797 -0.23259 5.88230 0.4 0.1 -0.1
H -3.66905 0.84864 -6.01792 -0.1 0.1 0.1
C -2.87871 -0.96340 7.00628 0.0 -0.2 0.2
H 4.85750 -0.05870 -1.59233 -2.1 0.1 1.0
C -5.71850 3.18985 -4.42049 -0.3 -0.1 -0.1
H 6.46206 -3.52269 -0.56190 -0.1 -0.1 0.0
H 0.29177 1.09509 -0.20266 -0.9 2.4 0.8
H -2.76396 -2.02824 6.77492 0.0 0.1 0.0
C 1.00971 2.98651 1.06088 -1.6 0.3 -0.6
H -4.04217 -2.45848 0.65261 1.3 1.9 -0.7
H -6.90655 1.28504 -5.72165 0.3 0.1 -0.2
H 1.60603 0.10588 1.22562 1.9 0.3 1.2
H 6.79550 -3.39520 -4.13351 0.3 -0.1 0.1
H -3.44664 -0.88524 7.93779 0.0 0.0 -0.1
C -5.17960 2.33682 -5.59301 -0.3 -0.2 0.3
H -6.84498 2.51202 -6.75910 0.1 -0.1 0.0
H -6.16744 0.63211 -3.14772 0.2 -0.1 0.1
O -4.74370 0.05576 -0.87427 4.7 -0.4 7.4
H 3.36337 -1.07119 -0.91600 1.1 2.5 -0.1
N 1.55253 2.71127 -2.83039 2.1 2.7 11.6
C 3.80376 0.02463 -1.09014 -0.7 0.0 -1.0
H -0.75221 2.75616 -0.43383 1.5 -1.6 1.3
H -6.98860 1.54128 -1.88624 0.1 0.1 -0.1
C 4.43269 -3.79917 -2.13859 0.0 0.3 -0.3
H -4.60734 3.00612 -6.24738 -0.1 0.0 0.1
H -4.90518 3.53954 -3.77343 0.1 -0.1 0.1
C 3.70477 2.83198 0.41917 -0.1 1.7 -0.1
C 2.66622 0.11013 1.71651 -0.1 -0.7 0.2
H 3.06902 0.55162 -1.82657 1.4 -0.9 1.3
H -5.29686 1.92684 -2.25959 -0.1 0.0 -0.1
H 8.13532 -2.59948 -3.73693 0.1 -0.2 -0.1
N 4.61659 4.17694 2.91768 -4.3 -5.8 -10.0
C -3.26616 -1.60313 0.43383 0.1 0.8 1.0
H -3.19502 2.86632 1.56440 0.7 -2.2 -1.2
H 3.73080 -1.64160 2.91264 -1.2 0.4 -1.9
O 5.42325 -2.78350 -2.21207 0.3 -0.3 0.5
H 4.54437 -4.48687 -2.97662 -0.1 -0.2 0.1
H -2.57287 -1.52434 1.39457 -1.4 -0.2 -2.1
O -3.83754 0.84353 1.32988 0.6 -1.3 -3.3
C -4.01669 -0.12142 0.23475 -2.5 -0.6 -4.4
H 0.43955 3.99998 1.33441 1.5 -2.1 -0.6
H 0.13005 -0.49933 3.98451 -0.1 0.0 -0.1
H -1.05108 1.77201 2.51199 -0.6 -0.5 -2.4
H 2.02321 -2.03745 2.18372 2.0 1.0 -0.3
C 4.16918 3.56695 1.84822 3.0 4.0 6.7
H 3.45272 -3.32462 -2.23519 0.1 0.1 0.0
N -6.27753 1.75350 -6.38167 -0.2 0.2 0.2
H -0.87034 -1.78027 4.69758 -0.1 0.0 0.1
H -4.66484 -0.52016 5.94519 0.1 0.1 -0.2
C 6.65407 -3.10774 -1.55861 0.1 0.2 -0.2
H -2.63016 -1.86743 -0.52029 -1.5 0.7 1.9
C -3.11155 -0.61140 4.46705 -0.3 0.3 0.0
C -6.25240 1.61777 -2.69061 -0.4 0.1 -0.1
C -4.23348 1.22102 -5.15820 0.3 -0.1 0.0
H 8.57874 -3.99359 -1.90040 -0.1 0.1 0.0
C -0.16993 2.05590 0.32523 -0.3 0.0 0.7
H -4.75974 0.36114 -4.73459 0.0 0.2 0.0
C 1.79073 2.99798 -1.57891 -0.7 -2.3 -7.9
H 4.46569 -4.33938 -1.18914 0.1 -0.1 0.0
H -0.47914 -0.29116 5.62091 0.1 -0.2 0.1
H -1.27366 0.29652 1.34486 0.1 2.6 0.2
H -3.51149 1.58248 -4.41748 -0.1 -0.1 -0.1
C 7.59235 -4.02328 -2.37975 -0.4 0.1 -0.2
H 3.52611 -2.01293 1.04272 -0.9 1.1 1.8
O -6.73742 2.55221 -3.64442 0.5 0.4 -0.2
C -0.72169 -0.69909 4.63987 0.0 0.4 -0.1
H 7.16698 -2.15080 -1.40277 -0.1 -0.1 -0.1
C 3.04313 -1.49496 1.97826 -0.4 0.2 -0.1
H -3.83623 -0.22496 3.73999 0.2 0.1 0.1
P 4.01461 0.97333 0.60058 0.5 -2.2 0.4
H -2.55886 1.50071 5.86928 -0.3 -0.1 0.2
H 2.28043 4.53460 0.00686 -0.1 -2.6 -0.3
O -1.85525 -0.03001 4.10548 -0.3 -0.5 0.1
H -2.93615 2.17482 -0.18118 0.2 -0.8 2.4
H 1.36927 2.54631 2.08318 -0.4 0.6 -2.2
H 6.85308 -5.82690 -1.41335 0.0 0.0 -0.1
C -1.29170 1.48675 1.38916 -0.4 -1.0 -0.1
H 4.47360 3.25264 -0.38809 -1.5 -1.0 1.8
H 6.32540 -5.66410 -3.10019 0.1 0.1 0.1
H -3.08494 -1.69910 4.33036 0.1 -0.1 0.1
```
Forces are in eV/Å.

## Properties
* Kohn-Sham gap: 9.03 eV
* SMILES string: CCP(C)[C@H](C#N)[C@@H](C#N)CCCCOC(C)=O.COC[C@@H](C)N.COC[C@@H](C)N.COC[C@@H](C)N
* multiplicity: 1